# C4H2NdO2

C4H2NdO2 as an isolated structure (ωB97M-V/def2-TZVPD, the Open Molecules 2025 dataset).

Properties
- Calculated total energy: -23525.6122 eV
- Highest occupied orbital energy (spin up / spin down): -0.66213 / -0.66231 Eh
- E_LUMO (spin up / spin down): -12.001 / -10.915 eV
- Strongest force on any atom: 0.0628 Eh/bohr
- ⟨S²⟩: 6.015
- Multiplicity: 5
- Charge: +2
- ΔE to the lowest compared entry with this formula, charge and spin: 4.447 eV
- HOMO-LUMO gap (spin up / spin down): 6.02 / 7.11 eV

XYZ file:
```
9
Properties=species:S:1:pos:R:3:forces:R:3
H 0.5864 -2.6071 -0.8001 -0.510 0.055 0.095
C 0.0563 -1.6758 -0.6378 1.265 0.624 0.792
C -0.5869 -0.7463 -0.1425 -0.622 -0.124 -1.943
C -2.3226 1.1854 -0.1829 0.521 -0.387 0.470
C -1.5257 0.2737 -0.1852 0.237 0.356 0.708
H -2.9947 2.0136 -0.0291 0.017 -0.230 -0.317
O 2.8230 0.4283 1.4596 -1.788 0.467 -1.626
O 1.6069 0.9707 1.2924 1.965 -1.078 -1.208
Nd 2.3573 0.1576 -0.7744 -1.086 0.317 3.027
```
Forces are in eV/Å.